i | # C5H11N4O

C5H11N4O as an isolated structure (the ωB97M-V functional and the def2-TZVPD basis, the OMol25 dataset).

Values from the calculation:
* orbital gap: 0.3506 Eh
* net charge: +1

Each line ends with the Löwdin charge.
CARTESIAN COORDINATES (ANGSTROEM)
1 H -1.88 1.97 -1.04  0.12
2 C -1.97 1.23 -0.30  -0.21
3 O -3.18 0.55 -0.41  -0.06
4 C -0.83 0.27 -0.08  -0.11
5 H 1.79 -0.75 0.80  0.04
6 H -0.11 -3.82 -0.42  0.12
7 H -3.96 0.91 -0.91  0.15
8 C 2.84 1.29 0.51  -0.10
9 H -2.05 -1.15 -0.46  0.13
10 H 1.07 -3.27 0.76  0.13
11 N 0.55 -3.07 -0.13  0.11
12 N 0.98 2.25 0.04  0.00
13 C 1.79 0.23 0.58  -0.01
14 H 1.26 -2.85 -0.84  0.11
15 H -1.99 1.69 0.70  0.15
16 H -0.33 -2.13 -0.05  0.07
17 H 0.25 2.97 -0.12  0.17
18 C 0.61 0.93 0.45  -0.12
19 N -1.05 -1.03 -0.16  0.15
20 N 2.26 2.45 0.27  0.02
21 H 3.97 1.34 0.81  0.15

***

ii | # C5H11N4O

A 2-piece molecular cluster, C5H11N4O overall (the ωB97M-V functional and the def2-TZVPD basis, the OMol25 dataset).

Values from the calculation:
* orbital gap: 0.2824 Eh
* net charge: +1

Each line ends with the Löwdin charge.
CARTESIAN COORDINATES (ANGSTROEM)
1 N 0.51 -2.05 -1.07  0.15
2 H 0.77 -3.21 -2.72  0.13
3 H 0.87 2.39 2.42  0.10
4 H 0.06 1.21 -1.07  0.14
5 C -0.46 -0.72 0.64  -0.04
6 H 0.33 -0.98 1.24  0.04
7 C 1.64 1.73 1.89  -0.01
8 H 1.79 0.69 2.34  0.11
9 C 0.08 -2.62 -2.17  -0.12
10 O 1.28 1.50 0.48  -0.13
11 H -2.47 -0.90 -1.63  0.15
12 C -1.58 -1.51 -1.46  -0.07
13 N -1.16 -2.24 -2.47  0.11
14 H 1.44 -2.13 -0.67  0.20
15 H -1.68 2.44 -0.15  0.09
16 H 2.56 2.35 1.88  0.11
17 C 0.05 1.43 -0.02  -0.26
18 N -0.58 -1.46 -0.52  -0.12
19 H -1.01 2.46 1.43  0.14
20 N -0.97 2.15 0.44  0.15
21 H -1.45 -0.54 1.17  0.12

***

Quick one: least stable of them? ii

***

i | # C5H9F

A single C5H9F molecule (the ωB97M-V functional and the def2-TZVPD basis, the OMol25 dataset).

Values from the calculation:
* orbital gap: 0.3934 Eh
* SMILES: C=C(C)CCF

Each line ends with the Löwdin charge.
CARTESIAN COORDINATES (ANGSTROEM)
1 H 1.07 -0.31 1.54  0.11
2 H -1.85 1.45 0.88  0.02
3 H -0.48 2.09 0.13  0.08
4 F 2.99 0.00 0.01  -0.01
5 C 0.75 -0.59 0.56  -0.18
6 H -0.88 -2.14 -0.17  0.03
7 H 1.51 -0.27 -1.33  0.13
8 H -1.75 1.21 -0.86  0.06
9 C -1.26 1.27 0.08  -0.01
10 C -0.61 -0.22 0.12  -0.32
11 C 1.71 0.17 -0.34  -0.29
12 H 1.11 -1.59 0.32  0.12
13 H 1.49 1.31 -0.33  0.14
14 C -1.35 -1.24 -0.21  0.03
15 H -2.45 -1.14 -0.41  0.09

***

ii | # C5H9F

A single C5H9F molecule (the ωB97M-V functional and the def2-TZVPD basis, the OMol25 dataset).

Values from the calculation:
* orbital gap: 0.4377 Eh
* SMILES: CC1(F)CCC1

Each line ends with the Löwdin charge.
CARTESIAN COORDINATES (ANGSTROEM)
1 H -0.40 -1.18 -1.39  0.12
2 C -0.50 -0.14 -1.06  -0.12
3 C -0.63 0.20 1.08  -0.10
4 C 1.82 -0.45 0.11  -0.01
5 H 2.36 -0.38 -0.85  0.08
6 C -1.65 0.13 -0.07  -0.17
7 C 0.48 0.30 0.00  -0.53
8 H 2.49 -0.02 0.86  0.08
9 H 1.73 -1.55 0.27  0.09
10 H -2.50 -0.60 -0.05  0.11
11 H -2.17 1.10 -0.17  0.11
12 H -0.72 1.08 1.74  0.12
13 H -0.61 -0.71 1.67  0.11
14 H -0.47 0.56 -1.91  0.12
15 F 0.76 1.66 -0.22  -0.01

***

Quick one: least stable of them? i

***

i | # C2HF3S

A single C2HF3S molecule (the ωB97M-V functional and the def2-TZVPD basis, the OMol25 dataset).

Values from the calculation:
* orbital gap (spin up / spin down): 0.3018 / 0.3024 Eh

Each line ends with the Löwdin charge.
CARTESIAN COORDINATES (ANGSTROEM)
1 F 1.45 1.67 -0.92  0.02
2 C -0.98 -0.66 0.17  -0.51
3 H -1.34 -0.04 1.11  0.14
4 F -1.55 -1.89 0.09  -0.09
5 C 1.15 0.52 -0.33  -0.70
6 F 1.28 0.72 1.00  0.03
7 S -0.02 -0.31 -1.13  1.10

***

ii | # C2HF3S

A single C2HF3S molecule (the ωB97M-V functional and the def2-TZVPD basis, the OMol25 dataset).

Values from the calculation:
* orbital gap: 0.3055 Eh
* SMILES: FC(F)(F)C=S

Each line ends with the Löwdin charge.
CARTESIAN COORDINATES (ANGSTROEM)
1 C -0.66 0.34 -0.38  -0.51
2 F 1.56 0.85 0.31  0.08
3 C 0.66 -0.23 0.12  -0.63
4 S -2.05 -0.23 0.26  0.77
5 H -0.90 1.31 -1.10  0.12
6 F 0.40 -0.69 1.36  0.05
7 F 0.99 -1.35 -0.57  0.13

***

Quick one: least stable of them? i